A molecular structure, C11H16CoO8P in a non-equilibrium geometry, computed with the ωB97M-V functional and the def2-TZVPD basis.

The geometry in XYZ format:
```
37
Properties=species:S:1:pos:R:3:forces:R:3
O -1.365 -5.187 -1.339 -1.05 2.37 -0.37
C -1.811 -4.144 -1.496 1.07 -2.34 0.36
Co 1.193 -0.233 -2.340 -0.92 -0.98 -0.59
O 3.561 -1.208 -1.030 -2.31 1.64 -1.80
C 2.690 -0.734 -1.624 4.83 -1.96 3.26
C 1.755 1.601 -2.206 -1.15 2.69 -1.81
O 2.502 2.404 -1.711 -0.12 -1.49 0.29
C 0.776 1.667 -3.223 0.85 0.06 0.34
O 0.158 2.380 -3.956 0.27 -0.94 0.45
C 1.578 -1.783 -3.227 1.76 -1.45 -4.73
O 2.123 -2.446 -4.038 -1.98 1.55 3.10
H 0.926 -2.001 -2.186 -0.46 0.34 -0.28
C -1.213 -2.854 1.876 0.35 0.17 0.15
C -1.304 -1.553 1.110 -0.56 0.05 0.14
O -0.027 -1.329 0.434 0.39 0.86 -1.36
P 0.298 -0.001 -0.435 -1.68 1.16 4.66
O 1.244 0.889 0.510 -0.09 -0.86 -1.00
C 1.752 0.671 1.867 0.13 0.01 -0.35
C 0.786 1.263 2.849 -0.26 -0.05 0.34
O -1.110 0.791 -0.401 1.18 -0.32 -0.45
C -1.153 2.272 -0.409 0.10 0.00 -0.15
C -2.528 2.676 0.047 -0.18 0.04 -0.01
H -0.759 -3.653 1.286 -0.13 0.13 -0.04
H -2.212 -3.160 2.178 -0.04 -0.02 0.03
H -0.609 -2.716 2.778 -0.06 -0.11 -0.10
H -2.103 -1.581 0.356 0.32 0.03 0.16
H -1.497 -0.708 1.790 0.06 -0.28 -0.31
H 1.930 -0.401 2.013 -0.12 0.23 0.00
H 2.711 1.193 1.872 -0.14 -0.09 -0.03
H -0.084 0.612 2.974 0.01 0.15 0.01
H 1.260 1.377 3.826 -0.03 -0.04 -0.06
H 0.448 2.251 2.520 0.12 -0.14 0.06
H -0.385 2.653 0.273 -0.11 -0.20 -0.19
H -0.927 2.622 -1.427 -0.17 -0.17 0.29
H -2.677 2.408 1.097 -0.04 0.00 -0.16
H -2.623 3.763 -0.043 -0.03 -0.17 0.00
H -3.304 2.200 -0.565 0.17 0.15 0.14
```
Positions in Å, forces in eV/Å.

Its spin multiplicity is 4. Its energy above the lowest of the compared OMol25 structures with the same formula, charge and spin is 10.6 kJ/mol. The net charge is +1. The calculation puts the LUMO energy (alpha / beta) at -0.210 / -0.235 hartree. As for the expectation value of S²: 3.790. Its orbital gap (alpha / beta) is 5.950 / 7.521 eV.

---

A molecular structure, C11H16F3NO3S3 in a non-equilibrium geometry, computed with the ωB97M-V functional and the def2-TZVPD basis.

The geometry in XYZ format:
```
37
Properties=species:S:1:pos:R:3:forces:R:3
C 1.268 2.319 -1.235 0.64 4.14 -2.10
N 1.831 2.964 -0.259 1.52 -4.74 1.06
S 2.091 -1.870 -1.544 5.16 -1.89 3.05
C 3.209 -2.228 0.272 0.96 -1.44 -2.92
F 4.515 -1.866 0.000 -1.82 -0.10 0.77
F 2.887 -1.825 1.510 0.23 -0.32 -1.25
F 3.214 -3.618 0.230 -0.10 1.54 0.67
S 1.632 2.384 1.334 -2.06 3.25 0.22
C 0.263 1.211 1.632 -0.16 -0.02 0.07
C -0.882 1.855 2.081 -0.33 0.18 -0.29
C -2.016 1.134 2.430 0.11 -0.32 -0.04
C -1.990 -0.262 2.384 -0.01 0.23 -0.04
C -0.810 -0.926 2.027 -0.14 0.19 0.11
C 0.332 -0.192 1.691 -0.11 0.41 -0.24
O 2.790 1.708 1.782 0.93 -0.58 -0.49
O 1.199 3.618 1.948 0.45 -0.52 0.72
H 1.834 2.138 -2.200 -0.21 0.18 0.94
H 1.003 0.496 -1.168 1.07 -1.16 -0.17
H 0.284 2.770 -1.461 -1.17 -2.13 0.37
H -0.864 2.935 2.169 -0.11 -0.12 -0.11
H -2.899 1.693 2.730 0.06 -0.29 0.05
H -2.887 -0.826 2.645 0.29 0.09 -0.06
H -0.791 -2.025 2.032 0.15 0.54 0.04
H 1.257 -0.709 1.497 -0.09 0.18 -0.10
C -1.617 -2.251 -1.938 -1.73 -0.81 -0.04
S -1.201 -0.579 -2.240 0.49 1.42 -0.32
C -2.211 0.439 -1.267 -1.97 0.01 -0.16
C 1.009 -0.620 -1.355 -0.54 0.46 0.47
O -1.164 -0.192 -3.674 -0.95 -0.28 -0.61
H -1.200 -2.660 -1.002 0.04 0.58 -0.26
H -2.711 -2.286 -1.883 0.08 -0.65 -0.10
H -1.242 -2.855 -2.774 -0.16 0.31 0.13
H -2.498 -0.065 -0.341 0.04 0.04 -0.09
H -1.698 1.376 -1.034 0.08 -0.26 -0.17
H -3.080 0.627 -1.897 -0.47 0.39 0.38
H 0.285 -1.032 -0.647 0.04 0.66 -0.34
H 0.858 -0.781 -2.475 -0.22 0.81 0.83
```
Positions in Å, forces in eV/Å.

Its spin multiplicity is 1. Its energy above the lowest of the compared OMol25 structures with the same formula, charge and spin is 528.7 kJ/mol. The net charge is 0. The calculation puts the LUMO energy at -0.063 hartree. Its orbital gap is 6.108 eV.

---

A molecular structure, C11H16MgN2O8Se in a non-equilibrium geometry, computed with the ωB97M-V functional and the def2-TZVPD basis.

The geometry in XYZ format:
```
39
Properties=species:S:1:pos:R:3:forces:R:3
Mg 0.902 -0.984 -0.455 0.32 -1.08 0.06
O 1.477 2.431 -0.066 0.11 -0.25 -0.34
C 0.864 2.285 1.185 -0.14 -0.10 0.55
C 1.456 1.136 2.013 0.07 0.71 -0.08
N 0.957 -0.176 1.617 -0.21 0.42 0.46
C -0.265 -0.537 2.301 -0.47 -0.45 0.08
C -0.900 -1.753 1.568 -0.32 0.32 1.19
O -1.559 -2.553 2.220 -0.19 -0.11 0.18
O -0.684 -1.754 0.330 -0.65 -0.20 -0.58
C 1.977 -1.183 1.839 0.75 -0.18 0.24
C 3.129 -0.893 0.851 0.87 -0.02 0.97
O 4.287 -1.027 1.235 0.25 -0.15 0.21
O 2.735 -0.490 -0.271 0.56 0.58 -0.72
H 1.427 1.574 -0.523 0.06 0.33 -0.11
H -0.219 2.140 1.069 0.13 0.10 0.09
H 1.039 3.230 1.719 -0.05 -0.16 -0.02
H 1.254 1.321 3.083 0.04 -0.12 -0.08
H 2.540 1.150 1.866 -0.09 0.08 0.08
H -0.989 0.281 2.233 0.07 0.02 0.01
H -0.103 -0.777 3.366 0.00 0.06 -0.21
H 1.580 -2.166 1.582 -0.11 -0.23 0.16
H 2.341 -1.207 2.882 -0.07 0.00 -0.28
C -2.329 2.278 -2.211 0.13 -0.30 0.17
C -1.939 0.907 -1.665 -0.15 -0.08 -0.62
C -3.083 -0.106 -1.794 0.23 0.14 0.00
O -1.583 1.029 -0.305 -0.14 0.04 0.15
C -0.720 0.385 -2.497 -0.65 0.54 -0.08
O -0.799 0.398 -3.717 -0.09 -0.03 -0.24
O 0.266 0.009 -1.803 -0.05 0.98 -1.09
H -3.242 2.646 -1.743 -0.08 0.01 0.11
H -2.474 2.183 -3.284 -0.02 0.07 -0.03
H -1.517 2.977 -2.016 0.03 0.12 -0.02
H -3.967 0.269 -1.279 -0.07 0.04 0.06
H -2.770 -1.036 -1.322 -0.05 -0.15 0.01
H -3.319 -0.297 -2.839 0.00 0.00 -0.11
H -1.088 0.210 -0.122 -0.35 0.14 0.22
Se 2.235 -5.357 -2.170 0.59 -1.78 -0.63
C 1.720 -3.791 -1.620 -0.52 1.38 0.47
N 1.363 -2.751 -1.254 0.25 -0.68 -0.22
```
Positions in Å, forces in eV/Å.

Its spin multiplicity is 1. Its energy above the lowest of the compared OMol25 structures with the same formula, charge and spin is 71.6 kJ/mol. The net charge is -2. The calculation puts the LUMO energy at 0.176 hartree. Its orbital gap is 6.942 eV.

---

A molecular structure, C11H16N2O4SZn in a non-equilibrium geometry, computed with the ωB97M-V functional and the def2-TZVPD basis.

The geometry in XYZ format:
```
35
Properties=species:S:1:pos:R:3:forces:R:3
Zn 0.320 -0.224 -1.048 -0.73 0.19 -2.54
O -0.156 3.315 -2.730 0.14 -3.18 0.02
C -0.066 2.175 -2.670 0.00 3.21 0.05
C -0.097 -2.299 -2.389 0.03 -4.48 0.19
O -0.158 -3.442 -2.546 0.11 4.81 0.34
C 2.208 -0.036 -2.477 2.16 -0.07 0.80
O 3.320 0.008 -2.681 -2.48 -0.02 -0.02
C -2.298 -0.066 -2.894 -2.49 -0.02 0.11
O -3.434 -0.009 -2.829 2.33 -0.07 -0.25
C -0.148 0.636 -5.716 -0.03 -0.18 0.64
H -1.072 1.198 -5.613 0.11 -0.01 -0.30
H 0.781 1.193 -5.679 -0.04 0.08 -0.27
C -0.143 -0.693 -5.756 -0.02 0.50 0.47
H 0.786 -1.235 -5.763 0.23 -0.25 -0.28
H -1.059 -1.259 -5.719 -0.16 -0.16 -0.19
C -0.814 -2.042 3.788 -0.55 0.02 -0.15
C 0.291 -1.643 2.826 0.95 -0.22 -0.15
N -0.236 -1.149 1.525 -0.62 0.18 -0.12
C -0.234 0.127 1.122 -0.54 -0.26 2.30
S -1.500 0.706 0.055 1.45 -0.65 -0.87
N 0.624 0.995 1.771 -0.21 0.10 -1.56
C 0.060 1.578 3.013 -0.13 -0.05 0.67
C 1.197 2.103 3.833 0.37 0.13 0.33
H -1.534 -1.227 3.939 0.18 -0.16 0.06
H -0.383 -2.315 4.759 -0.03 0.10 -0.30
H -1.369 -2.910 3.411 0.12 0.16 0.12
H 0.927 -0.854 3.227 -0.02 -0.14 -0.06
H 0.926 -2.506 2.601 -0.05 0.13 0.06
H -0.932 -1.760 1.081 0.08 0.42 0.38
H 0.842 1.773 1.141 -0.14 -0.16 0.33
H -0.658 2.371 2.770 0.03 -0.19 -0.10
H -0.481 0.786 3.529 -0.01 0.06 0.08
H 1.662 2.958 3.347 -0.05 0.16 0.06
H 0.848 2.392 4.821 0.03 0.16 0.03
H 1.978 1.354 3.947 -0.05 -0.13 0.11
```
Positions in Å, forces in eV/Å.

Its spin multiplicity is 1. The net charge is +2. The calculation puts the LUMO energy at -0.349 hartree. Its orbital gap is 6.089 eV.

---

C11H16N2O5 in the gas phase in a non-equilibrium geometry, computed with the ωB97M-V functional and the def2-TZVPD basis.

The geometry in XYZ format:
```
34
Properties=species:S:1:pos:R:3:forces:R:3
C -2.364 3.507 0.074 -0.01 -0.08 0.18
C -1.707 2.466 0.981 0.09 0.15 -0.23
C -0.393 2.020 0.412 -0.24 -0.20 0.12
C -0.224 0.812 -0.159 -0.25 0.41 0.24
N 0.958 0.399 -0.706 0.04 0.04 -0.10
C 1.124 -0.928 -1.322 0.93 -0.15 -0.38
C 1.996 -1.829 -0.442 -0.38 0.10 0.13
C 0.943 -2.493 0.452 -0.11 0.41 -0.60
O 1.325 -3.684 1.068 0.09 -0.50 0.23
C -0.236 -2.643 -0.534 -0.25 -0.29 0.48
C -1.636 -2.653 0.106 0.40 -0.34 -0.50
O -1.848 -1.653 1.067 0.01 0.37 0.34
O -0.102 -1.575 -1.470 -0.31 0.21 0.11
C 2.059 1.229 -0.757 -0.24 -0.04 0.09
O 3.106 0.896 -1.268 0.35 -0.15 -0.20
N 1.874 2.451 -0.167 0.27 0.36 0.03
C 0.725 2.950 0.448 0.12 -0.37 -0.15
O 0.736 4.055 0.943 -0.09 0.21 0.11
H -1.719 4.377 -0.016 0.01 0.09 -0.04
H -3.316 3.821 0.493 -0.13 0.10 -0.02
H -2.537 3.095 -0.918 -0.05 -0.02 -0.10
H -2.362 1.602 1.101 0.03 -0.02 0.08
H -1.530 2.918 1.959 -0.05 -0.09 0.06
H -1.028 0.093 -0.208 0.03 0.04 0.03
H 1.569 -0.754 -2.310 -0.13 -0.08 0.26
H 2.490 -2.580 -1.061 0.00 -0.05 -0.03
H 2.751 -1.271 0.103 0.03 -0.02 -0.04
H 0.671 -1.815 1.268 0.02 -0.03 -0.14
H 1.686 -4.289 0.409 -0.03 0.07 0.03
H -0.126 -3.591 -1.086 0.03 0.08 0.11
H -2.366 -2.470 -0.686 0.02 -0.13 0.05
H -1.810 -3.649 0.530 0.00 0.04 -0.10
H -1.390 -1.887 1.882 -0.08 0.00 -0.05
H 2.677 3.071 -0.185 -0.13 -0.14 0.00
```
Positions in Å, forces in eV/Å.

Its spin multiplicity is 1. Its energy above the lowest of the compared OMol25 structures with the same formula, charge and spin is 1.8 kJ/mol. The net charge is 0. The calculation puts the LUMO energy at 0.016 hartree. Its orbital gap is 9.213 eV.

---

2 unconnected molecules or ions with the total composition C11H16N4O5S in a non-equilibrium geometry, computed with the ωB97M-V functional and the def2-TZVPD basis.

The geometry in XYZ format:
```
37
Properties=species:S:1:pos:R:3:forces:R:3
C -4.110 -1.883 1.446 -0.15 0.09 -0.26
C -2.753 -1.629 2.052 -0.16 0.11 -0.11
O -1.845 -1.257 0.980 0.41 -0.02 0.48
C -0.621 -0.891 1.441 0.98 0.09 -0.07
C 0.430 -0.839 0.420 -1.81 -0.81 1.43
S 1.988 -0.651 1.129 -0.08 -0.55 0.01
C 2.262 -1.952 2.377 0.26 0.10 -0.25
C 3.001 -1.349 -0.216 0.02 0.10 0.52
O -0.403 -0.651 2.633 -0.16 -0.02 -0.62
H -4.802 -2.248 2.208 0.09 0.02 0.02
H -4.527 -0.960 1.033 0.05 -0.12 -0.02
H -4.060 -2.630 0.648 0.03 0.10 0.10
H -2.791 -0.810 2.779 0.07 -0.30 -0.08
H -2.376 -2.541 2.533 0.08 0.31 -0.02
H 0.314 -1.483 -0.456 0.29 0.07 0.52
H 1.678 -1.676 3.257 0.07 -0.07 -0.24
H 1.975 -2.931 1.979 0.00 0.25 0.07
H 3.336 -1.907 2.581 -0.15 -0.12 0.13
H 3.080 -0.625 -1.030 -0.02 -0.23 0.15
H 3.992 -1.503 0.217 -0.10 -0.08 -0.19
H 2.538 -2.289 -0.537 0.20 0.26 0.00
C 1.811 4.474 -0.743 -0.21 0.33 0.04
O 0.501 4.396 -1.363 0.21 -0.63 0.10
C 0.100 3.136 -1.559 -2.06 -0.33 -0.69
N -0.959 2.939 -2.363 1.12 1.46 0.63
C -1.259 1.662 -2.594 -0.66 -2.05 -0.94
N -2.049 1.138 -3.592 1.93 0.47 2.24
O -1.811 -0.231 -3.556 0.86 0.09 1.68
N -0.843 -0.561 -2.477 -1.07 1.52 -1.10
O -0.463 -1.713 -2.392 -0.15 0.49 0.02
C -0.569 0.616 -1.860 -1.05 -1.60 -2.66
C 0.596 0.912 -1.145 1.02 1.55 -0.18
N 0.855 2.206 -0.956 0.69 -1.91 0.03
H 1.923 5.518 -0.485 0.06 0.18 0.03
H 1.878 3.832 0.141 -0.02 0.39 -0.28
H 2.571 4.178 -1.472 -0.08 0.02 0.16
H 1.414 0.204 -1.059 -0.48 0.82 -0.65
```
Positions in Å, forces in eV/Å.

Its spin multiplicity is 1. Its energy above the lowest of the compared OMol25 structures with the same formula, charge and spin is 806.9 kJ/mol. The net charge is 0. The calculation puts the LUMO energy at -0.032 hartree. Its orbital gap is 7.048 eV.